1.
Density functional theory data (ωB97M-V with the def2-TZVPD basis set) for C8H10N2O3S in the gas phase.

XYZ file:
```
24
Properties=species:S:1:pos:R:3:forces:R:3:lowdin_charge:R:1
C 1.6852 -0.7700 -0.9805 0.03 2.19 0.35 -0.1057
C 1.3157 0.4961 -1.1060 0.15 0.92 -1.60 -0.0769
C 0.8258 -0.1859 1.0071 0.12 1.69 -0.17 -0.2661
C -2.7635 1.4393 -0.1605 -0.17 0.24 -0.14 0.0379
C 0.1747 3.4311 0.4246 0.92 -1.84 -0.78 0.1246
C 0.5982 2.2954 0.2585 -0.65 0.25 1.74 -0.1644
C -1.8438 0.6915 -0.7322 -1.98 -1.60 2.26 -0.1849
C 1.4513 -2.5597 0.6088 -3.01 0.36 1.81 -0.0356
N 1.7019 -1.1194 0.3699 -1.60 -1.22 -0.07 -0.0641
N 0.9316 0.9976 0.1768 0.79 0.19 -2.17 -0.0507
O -0.7849 -1.7772 -1.0798 -0.98 1.60 1.08 -0.2895
O -0.5751 -0.5604 1.1084 0.41 -0.39 0.86 -0.1767
O -2.6278 -1.6016 0.4998 -0.39 0.90 0.13 -0.2520
S -1.5137 -0.9562 -0.1112 0.69 -1.77 -1.78 0.6469
H 1.9052 -1.4520 -1.7236 0.57 -1.16 -1.23 0.1092
H 1.2391 1.1648 -1.9993 0.13 -0.92 1.06 0.1460
H 1.1970 0.1279 1.9568 -0.58 -0.57 1.25 0.1668
H -2.7504 2.5003 -0.3060 0.06 0.42 -0.44 0.0657
H -3.5322 1.1232 0.4968 -0.46 -0.76 0.53 0.0690
H -1.1047 1.1634 -1.2358 2.23 0.79 -1.88 0.0307
H 0.2932 4.4730 0.4222 -0.23 0.74 0.26 0.0110
H 0.6360 -2.8155 1.4313 1.66 0.94 -1.72 0.1479
H 1.2091 -3.1632 -0.2416 -0.63 0.37 -0.86 0.0755
H 2.3322 -2.9423 0.9158 2.93 -1.37 1.52 0.0352
```
Forces are in eV/Å.

Calculated values
Gap between HOMO and LUMO   8.6 eV
2S+1   1
Energy relative to the best compared isomer or geometry (same formula, charge and spin)   133.7 kcal/mol
SMILES   C#CN1C=CN(C)[C@@H]1OS(=O)(=O)C=C
LUMO level   0.0230 Ha

2.
Density functional theory data (ωB97M-V with the def2-TZVPD basis set) for a 2-piece molecular cluster, C8H10N2O4S overall.

XYZ file:
```
25
Properties=species:S:1:pos:R:3:forces:R:3:lowdin_charge:R:1
C 2.4622 -0.5581 1.1220 -0.60 -1.65 3.11 -0.4806
C 0.6145 2.3630 0.0359 0.63 1.55 -1.39 -1.1338
C 0.9672 -1.6415 -0.4223 0.17 -0.50 -0.14 -0.3982
C -1.0842 -1.0198 -1.7726 -0.84 0.73 -1.01 -0.6007
C 3.3042 0.6193 1.4790 0.29 2.11 0.31 -0.1060
C -3.3239 0.9395 -0.7089 1.20 -0.42 -0.78 -0.1044
C -2.9911 -0.5405 -0.3614 -0.26 0.87 0.95 -0.2446
C 1.5268 -0.4878 0.0724 0.59 2.43 -3.07 -0.1049
N 1.2210 2.7704 -0.8738 0.38 -0.04 -0.42 -0.0267
N 2.5511 -1.5542 1.9841 3.01 3.57 0.45 0.0755
O 0.1827 -1.3307 -1.7799 -0.26 -0.30 0.74 0.0702
O 1.0356 -2.8336 -0.1281 -0.62 1.10 -0.50 0.0015
O -1.7362 -0.7836 -2.8012 0.60 -0.49 1.21 0.0286
O -1.6389 -0.9378 -0.5402 0.70 -0.03 0.53 -0.0211
S -0.2672 1.9636 1.3021 -1.41 -0.50 2.07 0.4327
H 3.0575 1.2223 2.4049 -0.95 -0.65 -1.09 0.0801
H 3.3809 1.3304 0.6329 0.05 -0.24 0.48 0.0622
H 4.2779 0.3342 1.8327 0.80 -0.72 -0.53 0.0358
H -2.5172 1.6310 -0.2626 -1.12 -0.87 -1.21 0.0421
H -3.5529 0.9407 -1.8435 0.96 0.66 1.79 0.0880
H -4.2556 1.1504 -0.2161 -0.58 0.24 0.36 0.0327
H -3.5642 -1.0998 -1.0881 -0.57 -0.74 0.39 0.0924
H -3.2462 -0.7148 0.7769 0.61 -0.08 -2.40 0.1482
H 1.5408 0.5433 -0.5511 -0.36 -3.10 1.39 0.0986
H 2.0552 -2.3060 1.7070 -2.42 -2.92 -1.25 -0.0675
```
Forces are in eV/Å.

Calculated values
Gap between HOMO and LUMO   6.0 eV
2S+1   1
Energy relative to the best compared isomer or geometry (same formula, charge and spin)   0.0 kcal/mol
LUMO level   0.2046 Ha
Net charge   -2

3.
Density functional theory data (ωB97M-V with the def2-TZVPD basis set) for C8H10N2O5Ru as an isolated structure.

XYZ file:
```
26
Properties=species:S:1:pos:R:3:forces:R:3:lowdin_charge:R:1
Ru -1.1965 0.2527 -0.0497 -0.62 -0.89 -0.63 1.0826
C 0.4228 -0.8476 -0.1890 6.80 -4.54 -0.30 -0.1372
O 1.3898 -1.4727 -0.2881 -3.70 2.17 0.26 0.2459
C -2.2189 -1.3203 -0.4367 -4.40 -7.16 -1.58 -0.1174
O -2.8397 -2.2701 -0.6690 2.69 4.08 0.96 0.2977
C -0.8654 0.9054 -1.8847 1.72 3.33 -7.54 -0.1099
O -0.5631 1.2392 -2.9471 -0.86 -1.52 3.46 0.2440
C -1.0900 0.1971 1.9366 0.92 0.21 8.25 -0.1018
O -0.9237 0.1386 3.0749 -0.49 -0.05 -3.98 0.2541
C -2.3031 2.0962 0.2753 -3.19 4.85 1.23 -0.1001
H -2.2657 2.4745 1.3000 0.12 -0.05 -0.22 0.1107
H -2.1293 2.8431 -0.5024 0.52 -0.17 0.09 0.1109
C -3.1889 1.0209 -0.0101 -0.50 -0.67 -0.05 -0.1201
H -3.6698 0.9788 -0.9982 0.22 0.06 0.21 0.1286
H -3.8057 0.6069 0.8014 0.30 0.14 -0.12 0.1319
C 3.4439 1.2408 2.1295 -0.89 0.84 0.10 0.0803
N 3.4035 1.8692 0.8335 1.03 -1.18 1.81 0.2465
C 2.2505 2.0115 0.1285 -3.72 0.69 -2.35 -0.4783
N 2.4189 2.5116 -1.1324 0.49 -0.84 2.05 0.3183
O 1.1264 1.7099 0.5845 1.65 0.14 -0.23 -0.0106
H 2.4356 1.2388 2.5479 0.10 -0.05 -0.16 0.1141
H 4.1063 1.8011 2.7975 0.42 -0.14 -0.15 0.1556
H 3.7876 0.1999 2.0414 0.40 -0.07 -0.13 0.1652
H 4.2692 2.0767 0.3662 0.84 0.28 -0.15 0.1958
H 1.6070 2.6764 -1.7033 0.00 0.19 -0.25 0.1392
H 3.3487 2.6212 -1.4994 0.14 0.36 -0.58 0.1540
```
Forces are in eV/Å.

Calculated values
Gap between HOMO and LUMO (alpha / beta)   7.0 / 6.0 eV
2S+1   6
Energy relative to the best compared isomer or geometry (same formula, charge and spin)   13.7 kcal/mol
LUMO level (alpha / beta)   -0.4033 / -0.5999 Ha
Net charge   +3

4.
Density functional theory data (ωB97M-V with the def2-TZVPD basis set) for C8H10N2O6PbS6Se as an isolated structure.

XYZ file:
```
34
Properties=species:S:1:pos:R:3:forces:R:3:lowdin_charge:R:1
Pb -0.3014 1.0968 -0.2787 0.21 -0.39 0.63 0.7038
S -2.6427 2.0406 -1.1394 0.00 0.12 -0.25 0.4847
C -2.2597 2.3328 -2.8209 0.49 -0.10 0.31 -0.7600
C -3.4149 2.5170 -3.6289 -0.46 0.10 -0.44 -0.3257
N -4.3827 2.6060 -4.2501 0.09 0.06 0.04 0.1296
C -1.0221 2.3732 -3.3974 -0.12 -0.11 0.67 -0.7718
S 0.5140 2.0412 -2.6218 -0.09 0.25 -0.21 0.4425
C -0.9086 2.7410 -4.7649 -0.05 0.09 -0.63 -0.3268
N -0.7878 3.0380 -5.8729 0.00 -0.02 0.09 0.1300
C -3.2382 -1.5288 -1.0903 -0.01 -0.03 0.02 -0.1162
O -2.1733 -1.3578 -0.1812 -0.15 0.13 -0.05 -0.2871
C -1.6410 -2.5380 0.3533 0.21 -0.12 -0.06 -0.2157
C -0.9384 -3.4355 -0.6669 -0.16 0.10 0.03 -0.2192
O 0.0698 -2.8173 -1.4248 -0.07 0.04 -0.08 -0.1850
C 1.2309 -2.4830 -0.6933 -0.02 0.01 0.12 -0.1040
H -3.9729 -2.2473 -0.7004 0.02 -0.01 -0.01 0.0879
H -2.8883 -1.8648 -2.0725 0.00 -0.02 0.03 0.0922
H -3.7044 -0.5522 -1.1981 -0.01 -0.03 -0.08 0.0430
H -2.4338 -3.1376 0.8293 0.03 -0.01 0.01 0.1255
H -0.9501 -2.2134 1.1304 0.06 0.00 0.09 0.1073
H -1.6660 -3.7869 -1.4026 0.01 -0.10 0.06 0.1152
H -0.5418 -4.3064 -0.1196 -0.01 -0.02 -0.04 0.1216
H 1.6734 -3.3825 -0.2421 0.02 0.03 0.00 0.0882
H 1.0368 -1.7486 0.0920 0.03 0.02 0.06 0.0424
H 1.9329 -2.0444 -1.3990 0.02 -0.02 0.01 0.0950
S 0.2309 3.0894 1.4737 0.08 0.17 -0.06 -0.1010
S -0.0158 2.0146 3.2158 -0.10 -0.29 -0.26 -0.2580
S 0.8581 2.9218 4.7217 0.12 0.54 0.48 -0.1576
S 1.6718 0.2417 3.0357 -0.90 2.67 -0.90 0.5214
O 2.7668 -1.2673 3.6199 0.68 -1.96 0.25 -0.7143
Se 1.5899 -2.4643 3.6911 -0.15 1.20 -0.03 1.1098
O 0.4233 -0.6739 3.0644 0.17 -1.75 0.22 -0.7165
O 2.1325 0.3811 1.6503 0.13 -0.33 0.03 -0.5692
O 1.2522 -2.7228 5.2456 -0.09 -0.22 -0.02 -0.6121
```
Forces are in eV/Å.

Calculated values
Gap between HOMO and LUMO (alpha / beta)   5.1 / 5.0 eV
2S+1   1
LUMO level (alpha / beta)   0.1329 / 0.1313 Ha
Net charge   -2

5.
Density functional theory data (ωB97M-V with the def2-TZVPD basis set) for C8H10N2OS2 in the gas phase.

XYZ file:
```
23
Properties=species:S:1:pos:R:3:forces:R:3:lowdin_charge:R:1
C -2.3042 0.2825 -1.2825 2.37 -1.64 1.61 -0.2493
C -1.5474 1.3343 -0.4977 1.65 -1.17 0.98 -0.1538
C -0.5551 -0.2113 1.3004 -1.58 0.10 -1.10 -0.8537
C 0.6461 -0.3690 0.4670 0.97 -0.71 1.57 -0.2882
C 1.0138 -1.6761 0.0867 3.35 3.18 -1.67 -0.0109
C 2.3195 -1.7610 -0.4886 -0.53 0.65 1.34 -0.0483
C 3.1896 -0.6512 -0.4089 -2.18 2.58 -0.10 -0.0974
C 1.5676 0.7183 0.5257 2.14 -1.46 -0.96 -0.6262
H -3.2431 -0.9831 -0.0176 -0.78 3.24 -1.67 0.1632
H -1.5703 -0.5957 -1.3659 -1.21 0.85 0.02 0.1344
H -2.4041 0.6468 -2.2726 -1.34 0.15 -1.03 0.1016
H -0.4796 1.5082 -0.8562 -1.68 0.11 0.06 0.1227
H -2.1676 2.2176 -0.4584 0.28 0.51 0.27 0.1203
H -2.2847 0.6099 1.4217 0.79 0.92 -0.83 0.1170
H 0.3753 -2.4908 0.0098 -1.26 -1.18 0.41 0.0890
H 2.6596 -2.7151 -0.8787 0.14 0.28 -0.11 0.0979
H 4.0552 -0.5764 -1.0041 1.40 -0.68 -0.15 0.0815
H 2.5082 2.3909 1.3402 -0.53 0.61 0.24 -0.0871
N -1.4057 0.7619 0.8784 -0.99 -0.31 1.44 -0.0549
N 2.8909 0.6571 0.0633 -2.93 -3.81 0.00 0.0409
O -3.4521 -0.0513 -0.4841 0.67 -3.16 0.22 -0.1057
S -0.9751 -1.2336 2.5591 0.40 0.52 -0.59 0.6519
S 1.1632 2.1870 1.3631 0.85 0.42 0.05 0.8551
```
Forces are in eV/Å.

Calculated values
Gap between HOMO and LUMO   8.3 eV
2S+1   1
Energy relative to the best compared isomer or geometry (same formula, charge and spin)   35.9 kcal/mol
SMILES   OCCNC(=S)c1cccnc1S
LUMO level   -0.0081 Ha

What are the largest force on an atom values for these records? In order: 3.57; 4.69; 8.55; 2.96; 4.91 eV/Å.
What are the E_tot values for these records? In order: -28410.20758; -30463.02049; -24217.88721; -159328.42211; -35154.39455 eV.